1.
A structure of composition C35H40N4P2Tc in a non-equilibrium geometry. Source: the Open Molecules 2025 dataset; level of theory: ωB97M-V/def2-TZVPD.

```
! RIJCOSX wB97M-V def2-TZVPD def2/J DEFGRID3
* xyz 2 4
Tc -0.47879 1.25511 -1.26520
P 1.87686 0.18954 2.12765
P 1.81827 -0.86121 -1.39876
N 2.95594 0.87523 3.38991
N 1.69275 -2.60851 -2.07189
N 3.41598 -0.72691 -2.13620
N 1.94650 -1.31706 3.06133
C 5.38074 -1.27401 -3.14356
C -1.22708 -0.64316 -0.52560
C -6.82914 3.80305 -2.94935
C 3.71403 0.27213 -3.04867
C -5.57604 3.54924 -0.46917
C -6.91339 3.97261 -0.56413
C 1.86286 -4.83083 -2.51644
C -2.22543 2.34684 -1.47460
C -0.27107 1.63442 -3.25646
C -4.27530 0.07712 0.95053
C -3.77607 1.35143 1.58584
C 2.60989 -1.50846 0.10802
C 4.87452 -0.07091 -3.72193
C 4.42260 2.51467 3.96599
C 1.03732 -4.23484 -3.51253
C 1.21161 -3.10093 4.23735
C -2.38285 0.01741 -1.09505
C -4.78835 3.27115 -1.62657
C 4.45668 -1.67831 -2.18153
C 2.26955 -3.80485 -1.66195
C -3.73932 -0.28426 -0.51682
C 3.51362 0.51002 4.62430
C 0.80822 -1.95267 3.57427
C -5.49344 3.35330 -2.87270
C 3.54054 2.07238 2.97853
C 3.06919 -2.06428 3.43613
C 3.16613 -0.34266 0.95099
C -1.39565 0.51168 1.85797
C -1.23443 -0.79481 0.97920
C -7.51595 4.28469 -1.79736
C 4.41964 1.51801 5.01130
C -3.40539 2.82855 -1.53258
C 0.97173 -2.87362 -3.22731
C -2.45679 1.61406 1.77292
C 2.64151 -3.13175 4.22773
H 2.12010 -5.87890 -2.40634
H 4.06614 -1.83287 3.07047
H -8.45095 4.88168 -1.87831
H -4.46963 2.21896 1.60469
H -5.36379 0.16258 0.84376
H -0.28200 -1.25663 1.28796
H 0.68443 1.27855 -3.70026
H 3.48332 -2.16348 -0.05496
H 3.31086 -0.42061 5.13265
H 1.83785 -2.11650 0.61386
H -7.50432 4.08950 0.35390
H -4.45613 0.11001 -1.24301
H 3.06851 1.14648 -3.08743
H -7.37002 3.80379 -3.92842
H 0.53948 -4.74845 -4.33759
H 3.45248 0.55018 0.36100
H -2.47839 -0.01344 -2.19388
H 3.26488 2.45554 2.01487
H 4.95937 3.43569 3.93064
H 4.99111 1.54629 5.92087
H 2.93330 -3.87346 -0.80540
H -1.13360 1.14060 -3.73792
H -0.90889 -1.63055 -1.03453
H 0.53489 -3.85432 4.62161
H -1.95202 -1.56029 1.30207
H -3.83787 -1.36660 -0.64823
H -0.41142 1.00912 1.84321
H -2.03182 2.63460 1.64108
H -5.10486 3.41967 0.48524
H 4.50522 -2.53418 -1.53029
H -0.36960 2.71719 -3.36634
H 0.47118 -2.05733 -3.73408
H 6.30441 -1.78765 -3.38315
H -4.97298 3.01335 -3.78082
H 5.30302 0.45676 -4.56921
H -4.09026 -0.77719 1.62337
H -1.53244 0.11960 2.88118
H 4.05652 -0.69456 1.50424
H 3.29234 -3.80601 4.76025
H -0.15062 -1.53571 3.34967
*
```

Properties
LUMO (spin up / spin down) in eV: -7.08 / -9.32
Expectation value of S²: 3.9449
Gap between HOMO and LUMO (spin up / spin down) in eV: 5.48 / 3.24

2.
A structure of composition C35H40N6O3PRbS5 in a non-equilibrium geometry. Source: the Open Molecules 2025 dataset; level of theory: ωB97M-V/def2-TZVPD.

```
! RIJCOSX wB97M-V def2-TZVPD def2/J DEFGRID3
* xyz 0 1
Rb -0.66581 -0.27359 0.34472
S 0.18784 -0.35897 4.53770
S 2.40026 -4.12182 1.57297
S 0.26031 2.55918 5.18459
S -2.69701 0.88385 -1.79365
S 4.08734 -1.92790 0.43047
P 0.00589 -1.26984 -2.98844
O -2.80815 -0.45250 -1.10357
O -1.04670 2.35418 0.36146
O -1.49519 4.17303 -1.33168
N 1.72415 0.57576 -1.30656
N -0.45993 2.91576 2.53209
N -2.00152 -2.10732 2.20752
N -0.32464 1.54606 2.76245
N 2.63286 -1.62959 2.49992
N 1.67995 -1.34935 -2.59980
C 2.35562 -0.20746 -2.17395
C -0.95142 5.61552 1.99251
C -0.05626 -0.63999 -5.66734
C -1.36763 5.05331 -0.31060
C 0.18455 0.08132 6.29094
C 0.90145 1.41351 6.43481
C -1.90796 -4.97075 -1.02465
C -3.10455 -2.04414 1.89368
C -3.44021 0.64634 -3.40764
C 2.30805 1.71721 -0.93330
C -0.66169 -4.54745 -0.59421
C -1.05468 4.64245 0.99742
C -1.14323 6.95635 1.71962
C -2.53979 -4.30604 -2.07102
C -1.55714 6.40861 -0.58665
C -0.04135 -3.46730 -1.21161
C 3.56259 2.10573 -1.36354
C -0.84404 3.19220 1.31053
C 0.04409 -1.69995 -4.76593
C 0.28844 -3.21702 -6.62658
C 0.21341 -2.99301 -5.26107
C -4.48625 -1.93367 1.43682
C 0.01867 -0.86303 -7.03527
C -3.96127 1.91483 -1.06045
C -1.92644 -3.22541 -2.67914
C 4.24502 1.25075 -2.22571
C -0.00110 1.30993 3.96651
C -0.66332 -2.80223 -2.26249
C -1.44571 7.34853 0.41872
C 3.64358 0.08239 -2.64300
C 4.29178 -0.38388 1.36972
C 0.19152 -2.15301 -7.51405
C 2.95210 -2.57000 1.59865
C 3.01743 -0.25975 2.19777
C -5.39046 -3.01175 2.03037
H 4.13497 -0.58707 -3.33715
H 2.23055 0.24817 1.63463
H -1.32120 3.28074 -0.90110
H 4.41310 0.45650 0.69047
H 2.25282 -1.99424 -3.12498
H 0.69405 -0.70962 6.84022
H 0.41979 -4.22414 -7.00202
H -0.84233 0.15801 6.64648
H -0.16018 -5.04051 0.22823
H -3.54921 1.60973 -3.90593
H -1.05979 7.69148 2.50950
H 0.24748 -2.33236 -8.58050
H 0.27326 -3.82745 -4.57186
H 5.16798 -0.46883 2.01108
H -3.97862 2.87973 -1.56739
H -5.06659 -4.00322 1.71649
H 1.89861 -1.83294 3.16287
H 0.71673 1.85227 7.41542
H 1.73002 2.33962 -0.25549
H -1.79032 6.69548 -1.60446
H -4.92316 1.40473 -1.11616
H -3.51709 -4.62950 -2.40784
H -5.38030 -2.97813 3.11884
H -4.40622 0.15561 -3.28580
H -3.65100 2.07041 -0.02844
H -2.76400 0.01225 -3.97974
H 3.99031 3.04129 -1.03212
H -6.41473 -2.86224 1.69178
H 1.97648 1.28146 6.31082
H -2.39037 -5.81537 -0.54910
H -0.18984 0.36848 -5.28960
H 5.23537 1.50672 -2.58119
H -1.59505 8.39626 0.18660
H 3.18349 0.29765 3.11896
H -4.45143 -1.98200 0.34629
H -2.43878 -2.70495 -3.48146
H -4.83445 -0.93132 1.69225
H 0.93382 -3.14895 -0.85754
H -0.71225 5.28057 2.99313
H -0.06346 -0.03217 -7.72452
*
```

Properties
LUMO in eV: 0.15
Gap between HOMO and LUMO in eV: 7.18

3.
A structure of composition C35H41AuN4. Source: the Open Molecules 2025 dataset; level of theory: ωB97M-V/def2-TZVPD.

```
! RIJCOSX wB97M-V def2-TZVPD def2/J DEFGRID3
* xyz -2 3
Au -1.04237 -1.01011 1.32720
N -2.76071 -1.75562 0.58362
N 1.49696 2.08421 0.13407
N 1.61997 -0.10811 -0.75333
N 3.13757 1.56378 -1.36159
C 1.72300 -2.19272 -1.91640
C 4.50261 3.16231 -0.00989
C 0.96761 4.71962 0.72743
C -4.46273 0.85526 0.16670
C -5.37683 -4.14980 -0.30761
C -2.09406 -4.85870 0.72011
C -4.26655 -3.62566 0.32452
C 3.88885 2.75161 -1.22159
C -4.44040 -0.00655 -1.09814
C 0.83286 2.25436 1.36880
C -0.11730 1.67153 3.49170
C 4.44553 2.30912 1.23338
C -3.40622 -3.97528 2.68787
C 4.14289 3.51992 -2.41654
C 0.70443 -0.22558 2.15491
C -6.14768 -3.38942 -1.18785
C -3.84767 -2.24948 0.06598
C -5.80702 -2.05612 -1.42056
C 2.09958 1.08929 -0.60955
C 0.49745 1.24908 2.30596
C 0.55610 3.60990 1.66541
C -0.43240 2.98591 3.76792
C 2.44236 -3.29756 -2.34660
C 5.19231 4.35690 0.02096
C -4.71207 -1.46862 -0.81757
C 4.84899 4.70127 -2.35136
C 2.38026 -1.16167 -1.20059
C -0.09402 3.95750 2.84060
C 3.79831 -3.45030 -2.07784
C 3.74391 -1.34972 -0.89533
C -3.48660 -4.52330 1.26101
C -3.15414 0.21983 -1.89298
C 5.34781 5.18614 -1.13821
C 0.25831 -2.05236 -2.21106
C 4.43602 -2.46518 -1.33121
H -2.28578 -0.08389 -1.31313
H 4.34458 1.24841 0.99436
H -5.65139 -5.18355 -0.11162
H 0.75919 5.68545 1.18795
H 1.56443 -0.46315 1.54239
H -0.25376 -1.57069 -1.37817
H -2.15981 -5.30851 -0.27392
H 0.08586 -1.42537 -3.09256
H 5.88749 6.12323 -1.08602
H -5.27550 0.32686 -1.72876
H -5.40777 0.73587 0.70373
H -4.34840 1.90977 -0.09988
H -0.93221 3.25014 4.69294
H -3.64741 0.57674 0.83175
H -3.16369 -0.34942 -2.82626
H 2.03748 4.70525 0.49167
H -2.85124 -3.03951 2.70061
H -4.40583 -3.79537 3.09287
H -6.41960 -1.45715 -2.08977
H -4.05470 -5.46210 1.30734
H 3.71649 3.18369 -3.35663
H 0.85834 -0.65577 3.14963
H -7.00807 -3.82787 -1.68019
H 4.33607 -4.32382 -2.42611
H 1.91431 -4.06800 -2.90179
H -1.48937 -3.95573 0.65199
H 0.42679 4.67785 -0.22361
H -1.59070 -5.56707 1.38532
H 3.27389 1.04121 -2.21892
H 5.64498 4.65703 0.96267
H -2.89780 -4.69539 3.33667
H 1.79996 2.96895 -0.24900
H -0.30865 5.00387 3.02966
H 5.36384 2.44008 1.80898
H 4.99907 5.27256 -3.26416
H -0.37874 0.89681 4.20504
H 5.48575 -2.56652 -1.07643
H 4.25714 -0.59564 -0.31140
H 3.60368 2.56362 1.88092
H -0.19718 -3.02873 -2.39176
H -3.04664 1.28019 -2.13873
*
```

Properties
LUMO (spin up / spin down) in eV: 4.58 / 4.40
Expectation value of S²: 2.0651
Gap between HOMO and LUMO (spin up / spin down) in eV: 2.74 / 5.94

4.
A structure of composition C35H41CrN2O5PS2Te in a non-equilibrium geometry. Source: the Open Molecules 2025 dataset; level of theory: ωB97M-V/def2-TZVPD.

```
! RIJCOSX wB97M-V def2-TZVPD def2/J DEFGRID3
* xyz -1 4
Te -0.22941 -1.49908 0.51940
Cr -0.93583 2.42418 -0.43399
S 1.60253 2.06026 -0.57772
S -0.58180 1.94378 1.92961
P 1.28828 2.14715 1.36689
O -4.29144 4.59548 -0.00565
O 1.74066 3.60160 1.93343
O -2.70677 -0.62439 -2.08186
O 2.30455 1.15666 2.08883
O -2.77870 2.93406 0.02952
N -0.79690 4.63039 -0.44612
N -1.12175 0.55565 -0.85533
C -3.15986 4.15553 -0.08700
C 0.23805 5.40707 -0.75840
C 3.06998 4.06868 1.68514
C 1.33219 -1.11984 -2.41451
C -1.46161 3.71695 -3.56212
C -2.29396 -3.99580 -0.27038
C 3.67066 0.83377 4.02127
C 0.08021 6.76685 -0.96759
C 0.97069 -5.63657 3.14198
C -0.40626 -2.60171 -1.28439
C 0.30227 -3.32835 1.62070
C -3.82388 3.38596 -3.26582
C 1.46894 -4.06832 1.35411
C -2.74706 4.18936 -3.67639
C -0.51181 -3.76434 2.68136
C -0.16966 -4.89955 3.41548
C -1.18829 7.31876 -0.84557
C -3.59578 2.14010 -2.73485
C -0.74055 -4.90626 -4.92379
C -2.04315 0.38267 -1.79312
C -1.21227 2.45758 -2.98268
C -0.62858 -4.10311 -3.65523
C 0.37928 -2.28162 -2.40392
C -1.41355 -4.38563 -2.55284
C -2.28514 1.67009 -2.56115
C 2.25658 0.99529 3.51762
C 1.32244 -6.85499 3.95477
C -1.79765 -3.07829 3.08736
C 2.43124 -3.67070 0.26682
C 3.41919 5.06912 2.76240
C -2.01945 5.14757 -0.36244
C 1.77964 -5.20115 2.10290
C -1.33445 -3.64324 -1.37412
C -2.26199 6.49907 -0.54566
C 0.25464 -3.03550 -3.56439
H 2.68893 5.87883 2.78083
H 1.88209 -1.08698 -3.35748
H -3.27931 6.85224 -0.45621
H -1.91086 -2.09781 2.63300
H -0.82189 -5.21174 4.22801
H 3.76934 3.22850 1.68344
H -2.93141 5.17250 -4.09225
H -3.19200 -4.45026 -0.69123
H 0.85992 -2.76997 -4.42686
H 0.93980 7.37100 -1.22356
H 3.42289 4.59372 3.74419
H 1.65453 0.10969 3.72697
H -2.58482 -3.10692 0.28756
H 0.19158 -5.43185 -5.14606
H -2.66157 -3.67678 2.78531
H 1.37407 -6.62116 5.02052
H -1.33666 8.38180 -0.99203
H 2.59970 -2.59360 0.27841
H -0.62931 4.31312 -3.92000
H -1.84576 -4.69974 0.43562
H 4.14543 -0.02820 3.55267
H 3.10436 4.52314 0.69143
H -4.40648 1.50429 -2.40520
H 4.40698 5.49622 2.57870
H -1.53374 -5.65083 -4.84791
H -0.20740 2.04821 -2.97902
H 0.78475 -0.18609 -2.28484
H 3.66867 0.68348 5.10230
H 2.03946 -3.91903 -0.72122
H 4.26565 1.72065 3.79682
H 2.68728 -5.75192 1.87172
H 1.76582 1.85690 3.97590
H 1.19605 4.90837 -0.84592
H -2.13788 -5.19320 -2.60988
H -1.84144 -2.96625 4.17302
H 3.38873 -4.18008 0.39402
H -4.83609 3.76145 -3.35237
H 2.04306 -1.16668 -1.58987
H 0.57723 -7.64493 3.83340
H -0.96303 -4.26378 -5.77860
H 2.28885 -7.26154 3.65408
*
```

Properties
LUMO (spin up / spin down) in eV: 2.17 / 2.17
Expectation value of S²: 3.8343
Gap between HOMO and LUMO (spin up / spin down) in eV: 6.07 / 6.23

5.
A structure of composition C35H42Br2N5OScSi. Source: the Open Molecules 2025 dataset; level of theory: ωB97M-V/def2-TZVPD.

```
! RIJCOSX wB97M-V def2-TZVPD def2/J DEFGRID3
* xyz 2 1
Br -0.97461 -1.17860 7.30870
Br -3.92758 -5.58777 1.60360
Sc -0.47991 0.23281 0.39934
Si 1.30543 -0.79694 -2.25233
O -1.38451 1.98302 0.59348
N -2.01365 -1.41322 0.90286
N 1.81597 0.14304 0.37858
N -3.35837 2.94971 1.18355
N -0.71836 -0.05647 2.80164
N -1.91564 3.98929 -0.31037
C -0.25618 0.76410 3.74886
C 2.29641 1.34221 1.12006
C 2.52103 -4.74297 -1.76658
C 3.93448 0.01640 2.46095
C 2.61820 1.21464 -5.63338
C -4.34446 4.02878 1.09497
C 3.74823 1.24750 1.57689
C -0.71746 3.98965 -1.14185
C -2.69593 -2.03649 -0.06720
C -3.66525 5.33210 0.72994
C -2.21264 2.95935 0.48758
C 2.08061 -1.09323 1.17187
C 2.27052 0.89626 -4.33093
C 2.57069 0.23998 -6.62057
C -0.87580 -0.71425 5.49399
C 2.50795 -3.37217 -1.97342
C 0.13135 -3.34629 -1.67636
C -3.30601 -3.26203 0.09269
C 1.87379 -0.39985 -3.98914
C -2.49199 -3.25406 2.34513
C 1.31376 -2.64760 -1.92802
C -3.78126 1.79501 1.96238
C 1.33401 -5.41892 -1.51290
C -1.39553 -1.56316 4.52595
C -3.17763 -3.89548 1.32072
C -0.33078 0.01049 -1.77817
C 2.18310 -1.05304 -6.29849
C 0.13756 -4.71791 -1.46685
C -1.94268 -2.00548 2.11407
C -0.30630 0.48835 5.09983
C 3.51018 -1.23468 1.69533
C 1.83976 -1.36933 -4.99271
C 2.46867 0.04318 -0.96615
C -2.83990 5.10465 -0.51991
C -1.30816 -1.20230 3.19107
H 2.93131 2.22091 -5.88079
H 2.31215 1.67017 -3.56962
H 2.83498 0.48824 -7.63999
H -1.87518 -2.48045 4.83197
H 1.33969 -6.49075 -1.36584
H 4.41217 1.18810 0.71234
H 0.16760 1.70089 3.40739
H 3.44199 -2.85805 -2.18001
H -2.74868 -1.52297 -1.01897
H -2.24738 5.98698 -0.75472
H -0.80880 -2.80492 -1.66535
H 4.97349 -0.07201 2.77679
H -0.01727 3.23869 -0.79532
H 2.15141 2.21331 0.47825
H 4.00009 2.16063 2.11759
H 3.54261 -2.11512 2.33814
H -3.48356 4.89441 -1.37882
H 1.41441 -1.08892 2.04307
H -0.24463 4.96878 -1.08502
H -1.17069 -0.47243 -2.29301
H -2.39601 -3.74465 3.30178
H -0.97339 3.78807 -2.18388
H -4.40677 6.10979 0.55982
H -5.10645 3.76748 0.35502
H -3.84758 -3.71963 -0.72233
H -4.68061 1.35787 1.52299
H -0.79140 -5.24514 -1.28365
H -2.99873 1.04779 1.98908
H 3.42824 -0.47028 -0.88695
H 1.66942 1.46811 2.01126
H 3.32837 0.12031 3.36812
H -3.01537 5.65237 1.54634
H -4.83385 4.10897 2.06488
H -0.28860 1.03423 -2.17986
H 3.45416 -5.28929 -1.81148
H 1.54769 -2.38557 -4.75011
H 2.69082 1.05321 -1.31782
H 1.82474 -1.95286 0.54674
H 4.20496 -1.41496 0.87337
H -4.01365 2.10738 2.98088
H 0.08243 1.18793 5.82554
H 2.15477 -1.81494 -7.06649
*
```

Properties
LUMO in eV: -6.20
Gap between HOMO and LUMO in eV: 6.77

Results for total energy: -2339.24651, -4268.42152, -1712.93857, -4294.48121, -7905.88041 (in Eh, following the order of the records).
Results for energy relative to the best compared isomer or geometry (same formula, charge and spin): 279.3, 69.6, 14.5, 0.0, 8.6 (in kJ/mol, following the order of the records).